# 1
Entry from the OMol25 dataset: a cluster of 2 separate species, C31H50BrF2O10PS3 in total in a non-equilibrium geometry (the ωB97M-V functional and the def2-TZVPD basis).

Calculated values
LUMO level in eV: 0.14
HOMO energy in eV: -8.3768
HOMO-LUMO gap in eV: 8.5
Strongest force on any atom in eV/Å: 2.75
Energy in a.u.: -6273.11798
Energy above the lowest of the compared OMol25 structures with the same formula, charge and spin in eV: 1.5038

```
! RIJCOSX wB97M-V def2-TZVPD def2/J DEFGRID3
* xyz 0 1
C 0.9595 4.9222 1.2198
C 2.0790 4.1894 0.4266
C 2.2662 2.7130 0.9163
C 1.9152 1.7519 -0.2506
C 3.2016 1.6322 -1.1207
C 1.3698 0.3048 0.1650
P 2.5080 -0.0777 1.6921
S 2.9230 -1.9655 1.9478
O 1.9388 -0.5800 -0.7834
S 1.1936 -1.9120 -1.4263
O 1.9974 -3.0122 -1.0339
O -0.2323 -2.1965 -0.6060
C -1.4105 -1.4285 -1.0760
C -2.5964 -2.2118 -0.4527
C -3.9277 -2.4361 -1.2041
C -5.0777 -1.4054 -1.1299
C -6.3860 -1.9444 -0.5590
C -7.5526 -1.4554 -1.0960
C -8.7670 -1.8412 -0.6107
C -8.8414 -2.7417 0.4324
C -7.6842 -3.2389 0.9516
C -6.4628 -2.8384 0.4802
C -1.4443 -1.7304 -2.5862
S -1.2960 -3.4878 -3.0446
O -2.4040 -3.8522 -3.8755
O -0.0423 -3.6030 -3.7357
C -1.2303 0.0960 -0.6528
C -0.6582 0.9202 -1.8740
C -1.5172 1.1609 -3.1304
C -0.9369 2.3913 -3.8802
F -1.9547 3.0095 -4.5771
C -2.5977 0.8086 -0.3644
Br -3.4624 0.3341 1.3869
C -2.7839 2.3463 -0.2526
C -2.5127 3.4289 -1.2993
C -0.1500 0.2769 0.5101
F -0.3602 1.5759 1.0049
C -0.4061 -0.6196 1.7596
C -0.4387 0.0488 3.1287
O 0.2858 -0.3990 4.0103
O -1.3180 1.0331 3.4493
H 1.4209 5.3286 2.1195
H 0.1849 4.1992 1.4766
H 0.5854 5.7571 0.6265
H 1.9400 4.2576 -0.6549
H 2.9973 4.7419 0.6453
H 3.3107 2.6595 1.2182
H 1.6144 2.6271 1.7852
H 1.2389 2.3137 -0.8917
H 3.9426 0.9514 -0.7132
H 3.5792 2.6467 -1.2600
H 2.8820 1.3140 -2.1153
H 3.7692 0.4670 1.4000
H 2.0690 0.6070 2.8331
H -2.2098 -3.2356 -0.3658
H -2.8234 -1.9961 0.5880
H -4.3452 -3.3473 -0.7662
H -3.8293 -2.7302 -2.2490
H -5.3371 -1.1036 -2.1501
H -4.8979 -0.4802 -0.5829
H -7.5230 -0.7247 -1.8971
H -9.6807 -1.4254 -1.0192
H -9.8196 -3.0213 0.8002
H -7.7436 -3.9439 1.7736
H -5.5523 -3.2245 0.9257
H -0.6944 -1.2577 -3.2130
H -2.3835 -1.4256 -3.0533
H -1.1880 -4.2459 -1.9201
H 0.3146 0.5553 -2.2139
H -0.4901 1.9079 -1.4495
H -1.4401 0.3960 -3.9024
H -2.5812 1.3367 -2.9900
H -0.1797 2.0391 -4.5868
H -0.4386 3.0942 -3.2105
H -3.2500 0.4431 -1.1567
H -2.3744 2.7058 0.6912
H -3.8568 2.4732 -0.0765
H -2.9460 4.3602 -0.9258
H -2.9696 3.2846 -2.2784
H -1.4617 3.6675 -1.4763
H -1.3416 -1.1726 1.6729
H 0.2811 -1.4658 1.8151
H -1.5716 0.8879 4.3704
C 10.1402 -0.1980 3.7015
C 9.5593 0.0889 2.3326
O 8.9743 -1.0819 1.7507
C 7.7706 -1.4175 2.2252
O 7.1527 -0.8178 3.0680
O 7.3812 -2.5297 1.6121
C 6.1335 -3.0608 2.0843
H 10.8401 -1.0332 3.6501
H 10.6614 0.6790 4.0866
H 9.3584 -0.4718 4.4091
H 10.3523 0.3956 1.6520
H 8.8291 0.8981 2.3688
H 5.3442 -2.3094 2.0629
H 6.2544 -3.4528 3.0943
H 5.8619 -3.8765 1.4194
*
```

Mulliken population analysis, charges in e, atoms 1 to 8: number 1, C, carries -1.320; number 2, C, carries -0.623; number 3, C, carries -1.026; number 4, C, carries 1.095; number 5, C, carries -1.781; number 6, C, carries 0.358; number 7, P, carries 0.153; number 8, S, carries -0.338

---

# 2
Entry from the OMol25 dataset: a cluster of 2 separate species, C4H15N2O in total in a non-equilibrium geometry (the ωB97M-V functional and the def2-TZVPD basis).

Calculated values
LUMO level in eV: -3.18
HOMO energy in eV: -12.4388
HOMO-LUMO gap in eV: 9.3
Strongest force on any atom in eV/Å: 1.14
Energy in a.u.: -345.90802
Energy above the lowest of the compared OMol25 structures with the same formula, charge and spin in eV: 1.0255

```
! RIJCOSX wB97M-V def2-TZVPD def2/J DEFGRID3
* xyz 1 1
N 1.8557 0.5409 -0.2801
C 0.7948 -0.4375 0.1725
C 0.9193 -1.7252 -0.6011
C -0.6012 0.2129 0.1734
N -1.5901 -0.7689 0.5813
C -2.1543 -0.5863 1.9294
H 1.5116 1.4686 -0.6145
H 2.5486 0.7055 0.4567
H 2.4155 0.1668 -1.0446
H 1.0194 -0.6519 1.2118
H 0.9862 -1.6063 -1.6895
H 0.0240 -2.3216 -0.4241
H 1.7799 -2.3236 -0.3123
H -0.5786 1.0540 0.8787
H -0.8670 0.6120 -0.8126
H -2.3496 -0.8084 -0.0823
H -2.5532 -1.5428 2.2784
H -1.4181 -0.1857 2.6238
H -3.0021 0.1024 1.8966
H 0.7406 3.4485 -2.0812
H -0.0078 2.1053 -2.4669
O 0.5265 2.5413 -1.7935
*
```

Mulliken population analysis, charges in e, atoms 1 to 8: number 1, N, carries -0.195; number 2, C, carries 0.578; number 3, C, carries -1.585; number 4, C, carries -0.906; number 5, N, carries -0.273; number 6, C, carries -0.927; number 7, H, carries 0.314; number 8, H, carries 0.419

---

- Which of these has the highest HOMO energy?
  C31H50BrF2O10PS3